Below is a molecular structure, C32H24ClMnN5O4S3 at a distorted geometry, with properties calculated with ωB97M-V/def2-TZVPD.

Last column: Mulliken charge in e.
Element x y z (Å)
Mn1 -0.091 -0.282 0.385  -0.894
Cl1 5.982 2.146 -2.763  -0.310
C1 4.641 1.695 -1.725  0.197
C2 4.585 2.207 -0.415  -0.460
C3 3.548 1.867 0.397  -0.693
C4 2.480 1.001 -0.021  0.034
O1 1.549 0.759 0.804  -0.437
C5 2.587 0.468 -1.350  0.566
C6 1.665 -0.446 -1.921  0.353
N1 0.642 -0.978 -1.326  1.176
C7 -0.194 -1.873 -2.009  0.802
C8 0.040 -2.470 -3.225  -0.946
C9 -0.902 -3.355 -3.782  -0.908
C10 -2.061 -3.672 -3.132  -0.944
C11 -2.327 -3.098 -1.868  0.754
C12 -3.483 -3.374 -1.105  -0.838
C13 -3.647 -2.771 0.109  -1.067
C14 -2.662 -1.881 0.574  -0.624
N2 -1.588 -1.601 -0.117  1.416
C15 -1.400 -2.192 -1.323  0.111
C16 3.668 0.859 -2.175  -1.155
H1 5.361 2.880 -0.072  0.367
H2 3.467 2.268 1.399  0.356
H3 1.857 -0.690 -2.966  -0.026
H4 0.945 -2.266 -3.778  0.371
H5 -0.687 -3.793 -4.750  0.363
H6 -2.779 -4.359 -3.564  0.369
H7 -4.224 -4.061 -1.498  0.388
H8 -4.521 -2.956 0.719  0.368
H9 -2.759 -1.372 1.526  0.465
H10 3.715 0.472 -3.187  0.365
S1 -2.080 1.000 -1.568  -0.202
C17 -1.661 2.394 -2.549  0.172
C18 -2.328 2.541 -3.777  -0.695
C19 -2.116 3.609 -4.636  -0.492
C20 -1.197 4.587 -4.280  -0.397
C21 -0.518 4.468 -3.077  -0.646
C22 -0.710 3.399 -2.182  -0.165
S2 0.223 3.371 -0.708  -0.229
H11 -3.042 1.771 -4.046  0.312
H12 -2.664 3.669 -5.572  0.302
H13 -1.002 5.436 -4.930  0.298
H14 0.206 5.224 -2.793  0.302
C23 -2.625 4.029 1.171  -0.613
N3 -1.788 3.270 2.111  -0.021
C24 -0.604 3.978 2.598  -0.899
C25 -1.562 2.010 1.774  0.106
N4 -1.365 0.917 1.480  0.226
H15 -2.824 5.002 1.621  0.334
H16 -3.564 3.498 1.025  0.282
H17 -2.097 4.135 0.218  0.075
H18 -0.926 4.803 3.239  0.310
H19 -0.018 4.355 1.755  0.263
H20 0.005 3.288 3.180  0.338
O2 -0.147 -0.290 3.911  -0.725
C26 0.319 -1.252 3.326  0.431
N5 0.384 -1.461 1.983  0.664
S3 1.087 -2.876 1.591  0.973
O3 0.156 -3.812 1.006  -0.681
O4 2.329 -2.693 0.887  -0.655
C27 1.418 -3.385 3.261  0.427
C28 2.037 -4.522 3.740  -0.686
C29 2.154 -4.653 5.119  -0.480
C30 1.661 -3.666 5.971  -0.458
C31 1.044 -2.530 5.465  -0.572
C32 0.930 -2.403 4.092  -0.381
H21 2.417 -5.276 3.064  0.437
H22 2.635 -5.529 5.538  0.368
H23 1.766 -3.791 7.043  0.362
H24 0.660 -1.748 6.107  0.497

Values from the calculation:
multiplicity = 2
calculated total energy = -4614.4072 a.u.
Kohn-Sham gap (spin up / spin down) = 4.2 / 4.2 eV
relative energy (zero: lowest compared OMol25 entry of this formula, charge and spin) = 0.797 eV
strongest force on any atom = 0.0252 hartree/bohr
net charge = -2

Below is a molecular structure, C32H25BrClCoN2O3Te, with properties calculated with ωB97M-V/def2-TZVPD.

Last column: Mulliken charge in e.
Element x y z (Å)
Co1 1.472 -0.728 0.453  -0.429
Cl1 5.907 -6.260 -0.274  -0.251
C1 4.659 -5.108 0.137  0.193
C2 3.450 -5.563 0.662  -0.649
C3 2.464 -4.659 0.985  -0.536
C4 2.637 -3.274 0.795  0.469
O1 1.675 -2.459 1.121  -0.812
C5 3.881 -2.829 0.272  0.341
C6 4.181 -1.435 0.097  0.308
N1 3.346 -0.470 0.320  0.146
C7 3.709 0.875 0.226  0.690
C8 5.014 1.391 0.238  -0.750
C9 5.201 2.756 0.103  -0.817
C10 4.130 3.629 -0.053  -0.914
C11 2.808 3.146 -0.052  1.068
C12 1.650 3.942 -0.203  -1.352
C13 0.393 3.339 -0.177  -0.106
C14 0.289 1.978 0.007  -0.175
N2 1.369 1.183 0.168  -0.155
C15 2.610 1.746 0.116  0.107
C16 4.873 -3.768 -0.052  -0.930
H1 3.296 -6.623 0.812  0.403
H2 1.519 -4.995 1.392  0.457
H3 5.180 -1.179 -0.249  0.306
H4 5.865 0.738 0.380  0.334
H5 6.209 3.151 0.126  0.367
H6 4.299 4.693 -0.165  0.398
H7 1.753 5.011 -0.343  0.368
H8 -0.511 3.924 -0.294  0.401
H9 -0.670 1.490 0.043  0.555
H10 5.819 -3.426 -0.454  0.393
C17 -3.898 5.745 0.112  -1.663
C18 -3.652 4.271 0.255  0.718
C19 -3.438 3.471 -0.860  -0.796
C20 -3.225 2.103 -0.749  0.682
C21 -2.907 1.301 -1.982  -1.872
C22 -3.247 1.542 0.533  0.596
Te1 -2.977 -0.504 0.749  1.037
C23 -3.420 2.324 1.685  0.644
C24 -3.389 1.728 3.067  -1.958
C25 -3.630 3.681 1.518  -0.883
H11 -3.647 6.094 -0.888  0.359
H12 -3.308 6.311 0.834  0.386
H13 -4.949 5.974 0.296  0.390
H14 -3.420 3.923 -1.845  0.369
H15 -3.442 1.691 -2.847  0.466
H16 -3.172 0.245 -1.885  0.358
H17 -1.836 1.352 -2.193  0.320
H18 -2.607 0.970 3.167  0.450
H19 -4.347 1.264 3.316  0.325
H20 -3.188 2.495 3.812  0.391
H21 -3.763 4.302 2.397  0.416
Br1 -3.689 -5.475 1.336  -0.174
C26 -2.863 -4.602 -0.127  -0.162
C27 -3.185 -4.979 -1.421  -0.357
C28 -2.565 -4.338 -2.486  -0.658
C29 -1.642 -3.329 -2.260  -0.467
C30 -1.347 -2.947 -0.957  -0.099
C31 -1.948 -3.594 0.120  -0.280
C32 -0.354 -1.858 -0.705  1.393
O2 0.596 -1.685 -1.458  -0.615
O3 -0.517 -1.119 0.366  -0.848
H22 -3.900 -5.771 -1.592  0.433
H23 -2.804 -4.637 -3.498  0.408
H24 -1.138 -2.833 -3.078  0.483
H25 -1.663 -3.331 1.130  0.779

Values from the calculation:
multiplicity = 5
calculated total energy = -6254.6112 a.u.
Kohn-Sham gap (spin up / spin down) = 4.4 / 3.4 eV
relative energy (zero: lowest compared OMol25 entry of this formula, charge and spin) = 2.023 eV
strongest force on any atom = 0.0152 hartree/bohr

Below is a molecular structure, C32H25Cl5F6IN7O3Re, with properties calculated with ωB97M-V/def2-TZVPD.

Last column: Mulliken charge in e.
Element x y z (Å)
Re1 0.654 2.102 -2.121  2.412
Cl1 2.903 2.157 0.366  -0.104
C1 1.652 3.357 0.507  0.745
C2 0.705 3.524 -0.520  -1.221
C3 -0.226 4.552 -0.289  1.077
Cl2 -1.497 4.901 -1.432  -0.142
C4 -0.230 5.346 0.859  -0.147
Cl3 -1.405 6.573 1.085  -0.168
C5 0.727 5.131 1.848  0.467
Cl4 0.728 6.077 3.271  -0.156
C6 1.677 4.130 1.667  -0.251
Cl5 2.856 3.860 2.885  -0.171
F1 -0.036 -0.395 4.188  -0.339
C7 -0.234 -1.103 3.061  0.087
C8 0.051 -0.508 1.870  -0.601
C9 -0.192 -1.184 0.670  0.810
C10 0.093 -0.537 -0.597  1.223
O1 0.590 0.624 -0.574  -0.731
C11 -0.194 -1.279 -1.765  -0.198
C12 -0.710 -2.546 -1.639  -0.485
N1 -0.964 -3.151 -0.476  0.303
C13 -1.538 -4.485 -0.466  -0.295
C14 -1.055 -5.491 -1.461  -1.047
C15 -0.689 -5.639 -0.015  -0.405
C16 -0.722 -2.477 0.720  -0.687
C17 -0.986 -3.080 1.955  -0.626
C18 -0.752 -2.414 3.148  -1.001
N2 -1.005 -3.056 4.372  0.193
C19 -2.231 -3.816 4.554  -0.704
C20 -1.883 -5.158 5.206  -0.740
N3 -0.662 -4.953 6.070  -0.146
C21 -0.698 -3.602 6.724  -0.753
C22 -0.498 -2.535 5.641  -0.731
C23 0.120 -0.826 -3.159  0.103
O2 0.046 -1.595 -4.084  -0.678
O3 0.517 0.421 -3.299  -0.901
H1 0.450 0.497 1.852  0.653
H2 -0.919 -3.112 -2.537  0.781
H3 -2.590 -4.489 -0.209  0.449
H4 -0.263 -5.204 -2.138  0.358
H5 -1.793 -6.154 -1.888  0.264
H6 0.336 -5.424 0.254  0.231
H7 -1.166 -6.418 0.564  0.317
H8 -1.347 -4.097 1.970  0.841
H9 -2.727 -3.995 3.605  0.472
H10 -2.939 -3.259 5.178  0.319
H11 -1.629 -5.925 4.477  0.438
H12 -2.683 -5.524 5.848  0.380
H13 0.169 -5.002 5.477  0.386
H14 -0.585 -5.697 6.765  0.349
H15 0.083 -3.556 7.479  0.395
H16 -1.665 -3.530 7.219  0.362
H17 0.563 -2.313 5.535  0.524
H18 -1.000 -1.622 5.971  0.398
N4 -2.094 1.639 -0.664  -0.659
N5 -1.527 1.961 -1.948  -0.837
H19 -3.096 1.807 -0.710  0.289
H20 -1.703 2.300 0.001  0.222
H21 -1.902 2.840 -2.310  0.346
H22 -1.792 1.228 -2.605  0.416
I1 6.552 3.446 -3.738  0.178
C24 4.707 2.564 -3.561  -1.071
C25 4.172 1.559 -4.349  -0.069
N6 2.951 1.293 -3.885  0.032
N7 2.654 2.070 -2.822  0.142
C26 3.719 2.854 -2.627  -0.165
H23 4.581 1.031 -5.194  0.519
H24 2.244 0.643 -4.213  0.147
H25 3.725 3.592 -1.844  0.623
F2 -1.378 2.268 -4.574  -0.384
C27 -0.567 3.352 -4.624  0.661
C28 0.389 3.537 -3.633  -0.381
C29 1.140 4.701 -3.755  0.305
F3 2.092 4.988 -2.851  -0.398
C30 0.960 5.617 -4.774  0.176
F4 1.704 6.714 -4.840  -0.280
C31 -0.015 5.388 -5.733  0.644
F5 -0.204 6.257 -6.710  -0.276
C32 -0.790 4.242 -5.659  0.186
F6 -1.729 4.011 -6.568  -0.276

Values from the calculation:
multiplicity = 4
calculated total energy = -5119.0250 a.u.
Kohn-Sham gap (spin up / spin down) = 7.4 / 7.0 eV
relative energy (zero: lowest compared OMol25 entry of this formula, charge and spin) = 0.000 eV
strongest force on any atom = 0.0067 hartree/bohr
net charge = +2

Below is a molecular structure, C32H25CrF13N4O3S, with properties calculated with ωB97M-V/def2-TZVPD.

Last column: Mulliken charge in e.
Element x y z (Å)
Cr1 -0.885 -0.997 -0.056  0.458
C1 3.998 -3.039 4.472  -1.569
C2 3.237 -2.460 3.306  0.390
C3 3.742 -2.497 2.011  -1.089
C4 3.028 -1.965 0.961  -0.122
C5 1.767 -1.356 1.126  -0.222
N1 1.103 -0.826 0.024  1.632
C6 1.831 -0.107 -0.903  -0.644
C7 2.944 0.666 -0.495  0.487
C8 3.724 1.377 -1.380  -1.150
C9 3.443 1.382 -2.742  0.667
C10 4.307 2.138 -3.719  -1.732
C11 2.313 0.694 -3.154  -0.839
C12 1.494 -0.018 -2.281  -1.045
C13 0.216 -0.676 -2.803  1.850
O1 -0.841 -0.525 -1.940  -0.668
C14 -0.318 -0.001 -4.106  0.057
F1 0.443 -0.104 -5.217  -0.260
F2 -1.522 -0.518 -4.438  -0.281
F3 -0.507 1.320 -3.893  -0.247
C15 0.487 -2.186 -3.135  0.403
F4 1.165 -2.343 -4.297  -0.304
F5 1.229 -2.789 -2.198  -0.205
F6 -0.655 -2.883 -3.260  -0.252
C16 1.231 -1.374 2.434  -1.060
C17 1.983 -1.900 3.485  -0.684
C18 -0.142 -0.777 2.782  1.529
O2 -0.919 -0.407 1.724  -0.683
C19 0.072 0.506 3.643  0.638
F7 -1.045 1.248 3.709  -0.270
F8 1.031 1.282 3.100  -0.253
F9 0.449 0.265 4.921  -0.273
C20 -0.997 -1.817 3.596  0.393
F10 -2.262 -1.379 3.742  -0.269
F11 -1.046 -2.980 2.928  -0.270
F12 -0.567 -2.115 4.846  -0.282
H1 5.066 -3.080 4.257  0.373
H2 3.848 -2.439 5.370  0.379
H3 3.658 -4.056 4.688  0.282
H4 4.710 -2.952 1.828  0.324
H5 3.438 -2.012 -0.039  0.538
H6 3.181 0.695 0.560  0.566
H7 4.567 1.952 -1.007  0.334
H8 5.341 2.170 -3.373  0.408
H9 4.287 1.664 -4.702  0.399
H10 3.961 3.169 -3.836  0.267
H11 2.070 0.724 -4.207  0.541
H12 1.582 -1.873 4.489  0.471
C21 -6.061 -3.801 0.022  -1.032
C22 -5.989 -2.528 0.880  -0.520
C23 -4.965 -1.597 0.322  0.360
N2 -3.710 -1.705 0.522  -0.852
N3 -2.945 -0.827 -0.181  1.219
C24 -3.641 -0.037 -0.960  0.143
N4 -3.089 0.916 -1.743  -0.334
S1 -5.353 -0.318 -0.836  -0.247
H13 -6.749 -4.523 0.462  0.351
H14 -5.070 -4.248 -0.045  0.294
H15 -6.400 -3.565 -0.987  0.303
H16 -5.685 -2.785 1.895  0.245
H17 -6.963 -2.040 0.918  0.335
H18 -2.104 0.733 -1.949  -0.095
H19 -3.629 1.221 -2.534  0.300
F13 -0.415 7.784 -0.848  -0.350
C25 -0.389 6.460 -0.574  0.376
C26 0.835 5.819 -0.458  -0.620
C27 0.859 4.473 -0.180  -0.384
C28 -0.341 3.728 0.002  0.856
C29 -0.305 2.371 0.299  -0.742
C30 -1.566 4.439 -0.133  -0.421
C31 -1.590 5.784 -0.418  -0.570
H20 1.748 6.386 -0.586  0.433
H21 1.802 3.947 -0.092  0.391
H22 -1.213 1.817 0.497  0.269
H23 0.638 1.856 0.410  -0.175
H24 -2.494 3.895 -0.002  0.406
H25 -2.523 6.324 -0.521  0.417
O3 -0.997 -3.963 0.008  -0.483
C32 -0.933 -2.816 -0.012  0.409

Values from the calculation:
multiplicity = 2
calculated total energy = -4420.2298 a.u.
Kohn-Sham gap (spin up / spin down) = 5.8 / 5.8 eV
relative energy (zero: lowest compared OMol25 entry of this formula, charge and spin) = 0.174 eV
strongest force on any atom = 0.0151 hartree/bohr
net charge = -1